The following is a DFT calculation (ωB97M-V/def2-TZVPD) of 4 unconnected molecules or ions with the total composition C27H53BCl3FI2N4O12PS.

Summary:
Total charge: -1
E, Eh: -5022.6577
Energy above the lowest of the compared OMol25 structures with the same formula, charge and spin, eV: 1.133

```
105
Properties=species:S:1:pos:R:3:mulliken_charge:R:1
C 4.06368 -1.71339 -0.40600 -1.259
C 2.64706 -1.99875 -0.93968 0.762
Cl 2.42979 -1.89658 -2.68452 -0.119
C 1.60406 -2.28619 -0.17641 -0.610
Cl 1.93518 -2.27469 1.58201 -0.237
C 0.12232 -2.59553 -0.57011 2.214
C -0.61103 -1.21934 -0.51123 -1.781
I 0.44195 0.66216 -0.75432 0.292
C -1.92743 -1.07883 -0.31428 0.002
C -2.61390 0.31321 -0.27742 -1.388
I -3.23736 -2.73609 -0.02843 0.043
O -0.20575 -3.53348 0.47467 0.090
B 0.21354 -4.86771 -0.02968 0.589
O -0.95854 -5.75880 0.30174 -0.277
C -0.96776 -6.83754 -0.42753 0.589
N -1.02821 -7.86492 -0.89926 -0.659
P 1.64740 -5.79445 0.98237 -0.112
O 1.39888 -5.32910 2.60722 -0.536
Cl 3.53846 -5.12863 0.31825 -0.291
O 0.57516 -4.72878 -1.45801 -0.638
C -0.23444 -3.59947 -1.74565 -0.273
S -0.42634 -3.06754 -3.48900 1.335
O 0.58525 -3.55334 -4.37869 -0.613
O -1.70572 -3.55604 -3.92412 -0.688
F -0.46945 -1.44487 -3.55580 -0.184
H 3.98473 -1.02311 0.44938 0.390
H 4.58747 -2.65652 -0.15106 0.238
H 4.68313 -1.24668 -1.20259 0.249
H -2.46123 0.80271 -1.26012 0.322
H -2.18438 0.90813 0.54849 0.279
H -3.70498 0.15926 -0.15026 0.462
H 0.47447 -5.01142 2.62886 0.333
H -1.24306 -4.01988 -1.52866 0.410
C -4.04697 -4.43486 7.86928 -0.689
O -3.88481 -5.65520 7.17275 -0.322
C -4.93318 -5.95064 6.25422 -0.824
C -4.48930 -5.75366 4.81137 -0.075
N -4.30616 -4.34273 4.49026 -0.276
C -3.57499 -4.08644 3.24380 -1.473
C -2.16953 -4.67380 3.08103 1.537
O -1.17083 -4.08173 3.90079 -0.366
C -1.14850 -4.53361 5.24133 -0.629
H -3.35727 -4.43832 8.71353 0.230
H -3.80146 -3.57583 7.23880 0.286
H -5.06632 -4.32615 8.25433 0.325
H -5.84262 -5.38351 6.47785 0.402
H -5.16755 -7.01036 6.39106 0.398
H -5.24705 -6.17664 4.14362 0.346
H -3.56404 -6.32490 4.67659 0.144
H -3.80262 -3.89405 5.24326 0.157
H -3.49441 -3.00091 3.15056 0.401
H -4.19328 -4.42744 2.40680 0.362
H -1.86010 -4.46366 2.05651 -0.985
H -2.15082 -5.76536 3.17918 0.297
H -1.39304 -5.59521 5.32547 0.320
H -1.81982 -3.93029 5.85835 0.119
H -0.13828 -4.38425 5.62689 0.346
C 4.20615 3.09780 -1.00516 -0.682
O 4.36690 1.86729 -1.68126 -0.285
C 3.31851 1.56079 -2.60136 0.392
C 3.77299 1.73466 -4.04250 -0.245
N 3.96582 3.14211 -4.38476 -0.324
C 4.70585 3.37484 -5.62564 -0.728
C 6.11110 2.78035 -5.76666 -0.452
O 7.09766 3.38629 -4.94605 -0.451
C 7.09845 2.95559 -3.59589 -0.481
H 4.89210 3.10554 -0.15762 0.266
H 4.45695 3.94749 -1.64826 0.323
H 3.18532 3.21559 -0.62581 0.216
H 2.41049 2.13411 -2.39276 0.208
H 3.08018 0.50901 -2.45047 -0.670
H 3.01880 1.30451 -4.70894 0.435
H 4.69731 1.15802 -4.16101 0.074
H 4.46506 3.60025 -3.63466 0.116
H 4.79349 4.45960 -5.73619 0.370
H 4.09160 3.02314 -6.46196 0.385
H 6.43340 2.97212 -6.79440 0.363
H 6.12595 1.69147 -5.64947 0.339
H 6.85096 1.89631 -3.49802 0.293
H 6.41926 3.56853 -2.99954 0.115
H 8.10271 3.11031 -3.19672 0.330
C -0.14161 7.86574 0.41544 -0.671
O -1.53494 7.78203 0.65321 -0.325
C -2.34308 8.24567 -0.42367 -0.818
C -3.00194 7.09242 -1.16781 -0.149
N -2.03130 6.32087 -1.93577 -0.315
C -2.51550 5.02172 -2.40902 -0.867
C -3.03538 4.01134 -1.38122 -0.439
O -2.03828 3.44869 -0.54607 -0.215
C -1.62934 4.26887 0.53286 -0.614
H 0.36765 7.74749 1.37176 0.231
H 0.20214 7.06807 -0.24881 0.266
H 0.13449 8.83717 -0.00689 0.329
H -1.78362 8.89711 -1.10240 0.394
H -3.13559 8.84916 0.02838 0.393
H -3.75974 7.49298 -1.84931 0.383
H -3.51279 6.47509 -0.42007 0.130
H -1.21198 6.15804 -1.36655 0.098
H -1.68128 4.55415 -2.93884 0.370
H -3.29961 5.19891 -3.15344 0.431
H -3.44674 3.16981 -1.94672 0.361
H -3.86684 4.40102 -0.78277 0.366
H -2.45548 4.85048 0.94916 0.320
H -0.80992 4.92313 0.22563 0.107
H -1.23958 3.61735 1.31767 0.361
```


The following is a DFT calculation (ωB97M-V/def2-TZVPD) of 4 unconnected molecules or ions with the total composition C27H53BF3N2O7S5.

Summary:
Total charge: -1
E, Eh: -4012.0625
Energy above the lowest of the compared OMol25 structures with the same formula, charge and spin, eV: 0.000

```
98
Properties=species:S:1:pos:R:3:mulliken_charge:R:1
C 1.14976 -4.80536 -0.75335 -0.130
C 1.11204 -5.38220 -2.24288 -0.873
N 1.21772 -4.37410 -3.32455 0.116
C 2.34975 -3.42396 -3.14743 -0.735
C 2.00348 -2.04473 -2.41836 -0.513
C -0.04510 -3.73485 -3.65434 -0.105
S -1.41004 -3.65398 -2.69644 -0.055
S -0.17157 -2.96228 -5.35789 -0.201
C -0.14962 -1.11408 -5.22210 -0.525
C -1.44187 -0.49420 -4.44486 -0.541
C -1.11046 -0.05834 -2.93698 0.745
B -2.40203 0.47150 -2.06138 0.179
C -2.25295 2.08903 -1.78457 -0.729
C -1.73131 2.36827 -0.27586 -0.601
C -0.22112 1.91754 -0.04368 0.947
F 0.24473 2.63449 1.12096 -0.263
F -0.06494 0.55525 0.27398 -0.257
F 0.66091 2.27252 -1.08061 -0.275
C -3.86695 0.01310 -2.67098 -0.362
C -5.09185 0.30264 -1.70008 -0.111
O -5.34333 1.45364 -1.24788 -0.602
N -6.07022 -0.75624 -1.28290 -0.053
C -6.78600 -1.29045 -2.49309 -0.746
C -5.39566 -1.84201 -0.52626 -0.767
H 2.18948 -4.47532 -0.39338 -0.028
H 0.76205 -5.60122 -0.02364 0.342
H 0.46320 -3.89761 -0.59380 0.122
H 0.18177 -6.04725 -2.31443 0.352
H 2.01026 -6.09409 -2.36505 0.351
H 3.23166 -3.99036 -2.68086 0.357
H 2.70844 -3.14837 -4.20783 0.269
H 1.05696 -2.06966 -1.78055 -0.060
H 2.03044 -1.13567 -3.11896 0.288
H 2.85858 -1.85025 -1.66826 0.371
H 0.82535 -0.69536 -4.81425 0.208
H -0.23044 -0.71982 -6.30154 0.358
H -1.67760 0.48182 -5.01145 0.296
H -2.26535 -1.26757 -4.54671 0.218
H -0.27486 0.73323 -3.00974 0.091
H -0.66219 -0.94902 -2.38891 -0.846
H -2.31733 -0.06372 -0.97949 -0.200
H -3.20444 2.67947 -2.02698 0.323
H -1.43522 2.53812 -2.46589 0.158
H -1.75586 3.49735 -0.11520 0.358
H -2.38238 1.78754 0.44941 0.287
H -4.05837 0.51730 -3.68410 0.222
H -3.78602 -1.12251 -2.86019 0.114
H -6.72594 -2.43556 -2.44520 0.320
H -7.90256 -1.02942 -2.48994 0.232
H -6.30323 -0.96906 -3.47013 0.262
H -4.57216 -2.37103 -1.13052 0.241
H -4.97998 -1.49812 0.48823 0.231
H -6.18363 -2.64190 -0.27061 0.377
C 2.85143 6.27364 0.90460 -0.660
C 2.42259 5.07448 0.05620 -0.120
C 1.64589 5.61661 -1.14556 -0.559
S 2.28058 7.26223 -1.45016 1.180
O 1.22755 8.21784 -1.19308 -0.666
O 3.03645 7.26246 -2.68259 -0.687
C 3.41872 7.29203 -0.07556 -0.755
H 3.58686 5.99276 1.66123 0.373
H 1.98030 6.69293 1.41830 0.299
H 3.31122 4.53783 -0.29117 0.295
H 1.81815 4.36950 0.62924 -0.134
H 1.79602 5.00161 -2.03276 0.364
H 0.58001 5.70075 -0.92809 0.293
H 3.47777 8.29905 0.33641 0.411
H 4.39713 6.97902 -0.44601 0.351
C 3.01132 -3.75982 3.65225 -0.536
C 2.93541 -5.24821 4.00012 -0.630
C 3.47340 -6.02816 2.79835 -0.525
S 4.63798 -4.94376 1.97897 1.000
O 4.11541 -4.60999 0.67482 -0.572
O 5.97762 -5.45398 2.16508 -0.713
C 4.39768 -3.54396 3.05907 -0.716
H 2.84784 -3.12981 4.52852 0.346
H 2.24423 -3.51431 2.91093 0.280
H 3.55741 -5.44924 4.87828 0.298
H 1.91609 -5.55454 4.24405 0.331
H 3.98476 -6.94041 3.10602 0.345
H 2.67942 -6.26814 2.08917 0.281
H 4.48296 -2.61775 2.49171 0.400
H 5.16754 -3.58381 3.83255 0.346
C -0.29502 3.38006 4.25919 -0.570
C -1.40983 2.45851 3.76251 -0.027
C -1.68838 1.43745 4.86786 -0.752
S -1.25627 2.23798 6.40907 1.159
O -0.12495 1.54738 6.98617 -0.663
O -2.46083 2.50565 7.16281 -0.677
C -0.67845 3.76255 5.68320 -0.794
H -0.18389 4.26056 3.62358 0.325
H 0.65740 2.84042 4.25952 0.309
H -2.31166 3.04856 3.57048 0.298
H -1.13820 1.96390 2.82974 -0.255
H -2.73904 1.14801 4.89347 0.370
H -1.06130 0.55105 4.76067 0.390
H 0.15610 4.15696 6.26220 0.429
H -1.50949 4.47094 5.69018 0.383
```